ORCA calculation (the ωB97M-V functional and the def2-TZVPD basis) on a 12-piece molecular cluster, C63H156N12O3 overall.

Properties
DFT total energy	-91879.57919	eV
SMILES	CCN(CC)CC.CCN(CC)CC.CCN(CC)CC.CCN(CC)CC.CCN(CC)CC.CCN(CC)CC.CCN(CC)CC.CCN(CC)CC.CCN(CC)CC.CN(C)C=O.CN(C)C=O.CN(C)C=O
orbital gap	8.5	eV
LUMO energy	0.4	eV
energy above the lowest of the compared OMol25 structures with the same formula, charge and spin	2.265	eV

Last column: Löwdin charge in e.
Atoms and positions in Å:
C1 -6.03719 -19.56875 4.62659  -0.068
C2 -5.59875 -18.27211 5.24341  -0.264
N1 -6.78285 -17.46912 5.50547  -0.186
C3 -6.44218 -16.04798 5.55954  -0.258
C4 -7.59794 -15.14933 5.93206  -0.086
C5 -7.51513 -17.96799 6.61909  -0.279
C6 -6.78005 -17.89320 7.96591  -0.070
H1 -6.31344 -20.20631 5.46641  0.076
H2 -5.18222 -20.00531 4.11032  0.050
H3 -6.80213 -19.54443 3.85046  0.064
H4 -4.90720 -18.39859 6.07640  0.116
H5 -5.04271 -17.69697 4.50305  0.087
H6 -5.62281 -15.90960 6.26494  0.116
H7 -6.14729 -15.76200 4.54991  0.079
H8 -7.81726 -15.10876 6.99900  0.081
H9 -7.27061 -14.12381 5.76105  0.057
H10 -8.44188 -15.43899 5.30598  0.077
H11 -7.87868 -18.98063 6.44445  0.110
H12 -8.43851 -17.39737 6.71833  0.097
H13 -6.36002 -16.92622 8.24268  0.066
H14 -5.86303 -18.48172 7.99436  0.064
H15 -7.54260 -18.12736 8.70874  0.077
C7 -10.60623 -9.88733 -0.98266  -0.082
C8 -11.14358 -11.29215 -1.09015  -0.264
N2 -10.70561 -11.94599 -2.29798  -0.224
C9 -11.07421 -13.36987 -2.27536  -0.197
C10 -10.56817 -14.23230 -3.50851  -0.063
C11 -10.95610 -11.32678 -3.57058  -0.269
C12 -12.43637 -11.12737 -3.96983  -0.067
H16 -11.21032 -9.26198 -1.64002  0.067
H17 -9.55113 -9.83378 -1.25098  0.065
H18 -10.78226 -9.41845 -0.01454  0.073
H19 -10.73151 -11.84896 -0.24856  0.107
H20 -12.23312 -11.26775 -1.07012  0.116
H21 -10.54967 -13.79198 -1.41817  0.088
H22 -12.16305 -13.32519 -2.25219  0.104
H23 -9.48485 -14.32859 -3.58099  0.059
H24 -10.90068 -15.26188 -3.37624  0.041
H25 -11.08311 -13.94105 -4.42399  0.065
H26 -10.43889 -11.88790 -4.34888  0.097
H27 -10.48200 -10.34731 -3.50762  0.102
H28 -12.80803 -10.30575 -3.35753  0.062
H29 -13.07796 -11.99299 -3.80501  0.067
H30 -12.48516 -10.75533 -4.99321  0.072
C13 -0.54508 -20.33666 3.27381  -0.091
C14 -1.83426 -19.69485 2.73141  -0.242
N3 -1.94594 -20.10417 1.31337  -0.172
C15 -3.36147 -20.13025 0.76665  -0.218
C16 -4.17094 -21.32531 1.28025  -0.074
C17 -0.94813 -19.48431 0.39051  -0.231
C18 -1.09091 -17.96585 0.30112  -0.094
H31 -0.58810 -21.41430 3.11584  0.078
H32 -0.38418 -20.09621 4.32471  0.065
H33 0.34186 -19.91337 2.80236  0.058
H34 -2.61939 -20.08075 3.38159  0.102
H35 -1.74367 -18.61457 2.84499  0.077
H36 -3.85173 -19.18101 0.98272  0.096
H37 -3.27799 -20.17186 -0.31935  0.079
H38 -4.32932 -21.32949 2.35868  0.045
H39 -5.10304 -21.45838 0.73111  0.056
H40 -3.58572 -22.24281 1.21859  0.074
H41 -1.04830 -19.88517 -0.61814  0.103
H42 0.07762 -19.74261 0.65363  0.098
H43 -0.58021 -17.57979 -0.58106  0.068
H44 -0.61077 -17.42528 1.11682  0.061
H45 -2.12674 -17.63493 0.22597  0.063
C19 -7.15717 -18.04910 -7.28521  -0.089
C20 -8.54298 -17.46854 -7.04632  -0.267
N4 -9.51627 -18.53534 -7.01203  -0.185
C21 -9.74116 -19.11738 -8.33083  -0.249
C22 -10.71543 -20.32215 -8.37766  -0.092
C23 -10.75721 -18.13380 -6.30735  -0.209
C24 -10.66363 -18.17042 -4.75238  -0.067
H46 -6.78874 -18.66541 -6.46514  0.059
H47 -6.47974 -17.20086 -7.38359  0.073
H48 -7.10383 -18.59072 -8.22962  0.060
H49 -8.49104 -16.99567 -6.06560  0.099
H50 -8.74053 -16.72185 -7.81543  0.116
H51 -8.79685 -19.48627 -8.73122  0.097
H52 -10.14244 -18.39395 -9.04056  0.113
H53 -10.44692 -21.06875 -7.63027  0.072
H54 -10.48149 -20.84592 -9.30451  0.066
H55 -11.78975 -20.15502 -8.30018  0.062
H56 -10.99974 -17.09133 -6.51363  0.105
H57 -11.59640 -18.74486 -6.63971  0.099
H58 -9.82019 -17.59945 -4.36417  0.048
H59 -11.56803 -17.81399 -4.25931  0.056
H60 -10.45131 -19.16550 -4.36144  0.037
C25 -2.59933 -16.36016 4.51479  -0.076
C26 -1.96216 -14.93907 4.33366  -0.205
N5 -2.86890 -13.76695 4.46903  -0.191
C27 -4.07470 -13.77431 3.59344  -0.234
C28 -5.11551 -12.73731 3.97932  -0.081
C29 -2.11825 -12.54140 4.30160  -0.279
C30 -1.22913 -12.29898 5.54694  -0.085
H61 -1.94835 -17.19537 4.77318  0.069
H62 -3.01692 -16.64659 3.54956  0.042
H63 -3.48155 -16.33132 5.15429  0.044
H64 -1.25640 -14.85798 5.16036  0.099
H65 -1.48414 -14.90538 3.35466  0.109
H66 -3.71240 -13.70929 2.56747  0.117
H67 -4.57239 -14.72196 3.79925  0.072
H68 -4.98381 -11.79384 3.44958  0.065
H69 -6.12263 -13.08088 3.74317  0.042
H70 -5.14652 -12.53084 5.04913  0.083
H71 -2.64697 -11.60202 4.13995  0.106
H72 -1.56971 -12.53226 3.35973  0.108
H73 -0.35370 -12.94560 5.60704  0.059
H74 -1.83961 -12.44427 6.43818  0.075
H75 -0.93272 -11.25080 5.58647  0.065
C31 -8.52617 -13.88169 1.59053  -0.073
C32 -8.22732 -14.84078 0.44638  -0.226
N6 -8.24975 -16.23292 0.93755  -0.170
C33 -8.30315 -17.25072 -0.10557  -0.230
C34 -9.57076 -17.16894 -0.96774  -0.060
C35 -7.07317 -16.49296 1.81239  -0.227
C36 -5.68936 -16.32680 1.10312  -0.048
H76 -7.80179 -13.87025 2.40493  0.046
H77 -9.50793 -14.06371 2.02768  0.072
H78 -8.64600 -12.83052 1.32830  0.054
H79 -8.96698 -14.71248 -0.34390  0.086
H80 -7.27389 -14.59854 -0.02309  0.088
H81 -7.48456 -17.12200 -0.81368  0.087
H82 -8.34100 -18.21343 0.40421  0.111
H83 -10.45214 -17.09919 -0.33025  0.058
H84 -9.66891 -16.34392 -1.67329  0.049
H85 -9.64187 -18.09100 -1.54468  0.056
H86 -7.13346 -17.47378 2.28403  0.091
H87 -7.18755 -15.81851 2.66100  0.079
H88 -4.97357 -16.74226 1.81244  0.051
H89 -5.47530 -15.26989 0.94436  0.062
H90 -5.61544 -16.92705 0.19629  0.057
C37 -6.68071 -20.57427 -1.67624  -0.090
C38 -5.45320 -20.09336 -2.46609  -0.254
N7 -5.25576 -18.64900 -2.44406  -0.137
C39 -3.93749 -18.25478 -2.92036  -0.255
C40 -3.59090 -18.56217 -4.39936  -0.074
C41 -6.33895 -17.98908 -3.26044  -0.237
C42 -6.18185 -16.49314 -3.42009  -0.089
H91 -6.69613 -21.64962 -1.49879  0.074
H92 -7.62421 -20.40012 -2.19352  0.051
H93 -6.85681 -20.14267 -0.69094  0.055
H94 -4.56591 -20.49293 -1.97501  0.092
H95 -5.51521 -20.67634 -3.38500  0.117
H96 -3.69639 -17.21063 -2.72104  0.105
H97 -3.18650 -18.79491 -2.34384  0.092
H98 -2.69908 -18.06116 -4.77585  0.073
H99 -3.43550 -19.63313 -4.52979  0.066
H100 -4.38492 -18.36586 -5.11984  0.053
H101 -7.31206 -18.24101 -2.83891  0.089
H102 -6.41327 -18.40848 -4.26377  0.086
H103 -7.02446 -15.98230 -3.88608  0.062
H104 -5.29335 -16.20667 -3.98277  0.080
H105 -6.19185 -16.01670 -2.43979  0.051
C43 -13.64576 -22.72325 -0.08786  -0.070
C44 -12.26192 -22.26450 0.40333  -0.256
N8 -11.65232 -21.40493 -0.62107  -0.137
C45 -10.47335 -20.72936 -0.05851  -0.253
C46 -9.41652 -21.53568 0.67150  -0.098
C47 -11.15876 -22.23307 -1.73405  -0.254
C48 -10.91361 -21.39352 -2.99346  -0.083
H106 -13.55316 -23.44294 -0.90123  0.060
H107 -14.24275 -21.88859 -0.45532  0.068
H108 -14.16588 -23.06706 0.80621  0.073
H109 -12.44461 -21.71118 1.32450  0.098
H110 -11.60518 -23.09655 0.65726  0.108
H111 -10.67771 -19.91307 0.63431  0.096
H112 -9.90408 -20.18363 -0.81099  0.079
H113 -8.57715 -20.95246 1.05020  0.063
H114 -8.99219 -22.36726 0.10891  0.063
H115 -9.81659 -22.09911 1.51446  0.061
H116 -10.35943 -22.93006 -1.48230  0.108
H117 -11.88363 -22.95959 -2.10124  0.101
H118 -11.72436 -20.67826 -3.13202  0.067
H119 -10.04211 -20.73889 -2.99979  0.038
H120 -10.96854 -22.02628 -3.87929  0.076
C49 -5.86410 -9.77863 -0.41138  -0.081
C50 -5.32363 -10.78796 -1.45784  -0.238
N9 -6.22187 -11.00524 -2.61708  -0.178
C51 -7.32315 -11.95830 -2.29353  -0.212
C52 -6.76807 -13.38246 -2.52596  -0.099
C53 -6.57499 -9.77152 -3.35076  -0.273
C54 -5.39731 -8.95978 -3.81547  -0.101
H121 -5.88664 -8.77314 -0.83159  0.059
H122 -5.13720 -9.86740 0.39599  0.066
H123 -6.85681 -10.05391 -0.05523  0.057
H124 -4.34381 -10.42114 -1.76360  0.102
H125 -5.14824 -11.72425 -0.92802  0.098
H126 -7.74996 -11.79286 -1.30431  0.096
H127 -8.11675 -11.82965 -3.02956  0.092
H128 -6.56296 -13.62416 -3.56885  0.075
H129 -5.83824 -13.59466 -1.99823  0.066
H130 -7.49664 -14.08431 -2.12014  0.033
H131 -7.26319 -9.10968 -2.82499  0.101
H132 -7.10682 -10.13501 -4.23004  0.111
H133 -5.61939 -8.22660 -4.59087  0.075
H134 -4.63257 -9.67418 -4.12027  0.080
H135 -4.98095 -8.32828 -3.03064  0.063
C55 -9.90782 -12.65574 5.50576  -0.098
N10 -10.59024 -11.55333 4.91565  -0.184
C56 -9.90177 -10.92220 3.77983  -0.031
C57 -11.88498 -11.23566 5.21836  -0.304
O1 -12.58927 -10.50276 4.51502  0.000
H136 -9.02548 -12.38723 6.08669  0.087
H137 -9.72451 -13.43127 4.76208  0.075
H138 -10.40167 -13.17661 6.32606  0.089
H139 -10.52784 -10.16235 3.31211  0.082
H140 -8.97902 -10.37213 3.96437  0.089
H141 -9.65953 -11.66613 3.02089  0.060
H142 -12.08437 -11.67125 6.20967  0.133
C58 -13.71675 -17.40035 -1.87461  -0.076
N11 -15.00351 -17.91568 -1.54863  -0.194
C59 -16.06416 -17.68494 -2.52938  -0.048
C60 -15.13420 -18.76283 -0.47281  -0.265
O2 -16.19414 -19.39802 -0.16075  -0.054
H143 -13.16088 -17.12244 -0.97913  0.078
H144 -13.86330 -16.50986 -2.48587  0.083
H145 -13.21363 -18.08182 -2.56058  0.077
H146 -15.63884 -17.72451 -3.53220  0.074
H147 -16.89351 -18.39219 -2.53700  0.091
H148 -16.34949 -16.63797 -2.63205  0.084
H149 -14.16094 -18.81564 0.03922  0.114
C61 -9.63241 -18.21731 3.60405  -0.033
N12 -10.96121 -18.38234 2.95401  -0.170
C62 -11.75162 -19.51304 3.41853  -0.045
C63 -11.42192 -17.46256 2.06540  -0.327
O3 -12.54535 -17.52910 1.54838  -0.022
H150 -9.07744 -17.42659 3.09919  0.051
H151 -9.05368 -19.12918 3.45689  0.076
H152 -9.74438 -17.92823 4.64903  0.081
H153 -12.39678 -19.87028 2.61588  0.069
H154 -11.17265 -20.36652 3.77134  0.089
H155 -12.39933 -19.15108 4.21700  0.095
H156 -10.72029 -16.62491 1.93027  0.120



ORCA calculation (the ωB97M-V functional and the def2-TZVPD basis) on C16H50O13 as an isolated structure.

Properties
DFT total energy	-43999.81748	eV
orbital gap	8.0	eV
LUMO energy	0.0	eV
energy above the lowest of the compared OMol25 structures with the same formula, charge and spin	18.581	eV

Last column: Löwdin charge in e.
Atoms and positions in Å:
C1 -13.55488 -14.21850 30.69865  -0.209
O1 -12.93089 -13.85005 29.52337  -0.165
C2 -12.01886 -12.68731 29.61805  -0.108
C3 -12.66666 -11.39539 29.04284  -0.199
O2 -13.17528 -11.48711 27.70986  -0.189
C4 -14.43921 -12.23902 27.66014  -0.071
H1 -14.35320 -13.51059 30.92148  0.085
H2 -12.77003 -14.26880 31.45336  0.036
H3 -13.93297 -15.23895 30.63682  0.038
H4 -11.20207 -13.00503 28.96997  0.122
H5 -11.59058 -12.48463 30.59969  0.116
H6 -12.03296 -10.51096 28.97717  0.121
H7 -13.44799 -11.13584 29.75716  0.107
H8 -14.62772 -12.15488 26.58986  0.081
H9 -15.18170 -11.62730 28.17257  0.082
H10 -14.48643 -13.28096 27.97677  0.077
C5 -17.42674 -16.01171 29.93006  -0.102
O3 -16.77660 -14.88209 30.34795  -0.125
C6 -16.06941 -15.06840 31.52430  -0.277
C7 -15.74620 -13.75563 32.26830  -0.193
O4 -16.87194 -13.31123 33.09228  -0.137
C8 -16.51889 -12.07308 33.64923  -0.129
H11 -18.02705 -15.61237 29.11259  0.103
H12 -17.94637 -16.48534 30.76300  0.106
H13 -16.63422 -16.64382 29.52951  0.088
H14 -15.08989 -15.45994 31.24983  0.030
H15 -16.52420 -15.72364 32.26722  0.131
H16 -15.61043 -12.99757 31.49694  0.123
H17 -14.81207 -14.01214 32.76801  0.059
H18 -17.19545 -11.62660 34.37795  0.083
H19 -16.66304 -11.44160 32.77256  0.100
H20 -15.53889 -12.02885 34.12433  0.061
C9 -13.23182 -16.69359 29.72409  -0.083
O5 -13.64303 -17.65044 30.69231  -0.145
C10 -14.66245 -17.19707 31.58254  -0.191
C11 -15.32950 -18.23360 32.55373  -0.169
O6 -16.00078 -19.18057 31.76698  -0.172
C12 -15.28299 -20.35381 31.27964  -0.055
H21 -12.77055 -15.83152 30.20594  0.064
H22 -14.06485 -16.43042 29.07225  0.118
H23 -12.44475 -17.15143 29.12491  0.106
H24 -15.44834 -16.74765 30.97549  0.069
H25 -14.20480 -16.40622 32.17687  0.094
H26 -15.95243 -17.71616 33.28333  0.136
H27 -14.57647 -18.79500 33.10679  0.077
H28 -14.82225 -20.86590 32.12438  0.079
H29 -14.48383 -20.11271 30.57871  0.077
H30 -16.01500 -20.96147 30.74767  0.087
C13 -10.33071 -18.11497 35.49772  -0.070
O7 -11.59085 -17.56774 35.11352  -0.225
C14 -12.53567 -18.64619 34.91137  -0.143
C15 -13.97916 -18.07756 34.88735  -0.131
O8 -14.18796 -16.94978 33.97164  -0.312
C16 -15.04043 -15.91885 34.56498  -0.010
H31 -9.95552 -18.87663 34.81421  0.093
H32 -10.40472 -18.53937 36.49897  0.094
H33 -9.59451 -17.31694 35.40145  0.102
H34 -12.33890 -19.35362 35.71693  0.128
H35 -12.30680 -19.22534 34.01679  0.135
H36 -14.50085 -18.05865 35.84421  0.142
H37 -14.51081 -18.89521 34.40064  0.090
H38 -15.92334 -16.24422 35.11516  0.122
H39 -15.40187 -15.40145 33.67631  0.064
H40 -14.51675 -15.11593 35.08382  0.081
O9 -10.69860 -14.84930 32.35571  -0.053
H41 -10.92266 -15.74127 32.62108  -0.035
H42 -11.50838 -14.35297 32.47460  -0.035
O10 -12.05331 -16.46244 33.16141  0.003
H43 -12.45144 -16.92071 33.90147  0.054
H44 -11.59067 -17.14595 32.67663  0.146
O11 -12.92540 -14.59696 32.78729  -0.181
H45 -13.52076 -14.25338 33.45342  0.003
H46 -12.75779 -15.49970 33.05787  -0.093
O12 -14.04898 -13.42095 34.58541  -0.073
H47 -14.74026 -13.61684 35.21785  0.082
H48 -13.54476 -12.71599 34.99167  0.110
O13 -13.62833 -12.29310 32.52896  -0.066
H49 -12.91544 -11.99640 33.09464  0.070
H50 -13.37623 -13.17948 32.27008  -0.028